<1>
{
  "formula": "C4H7NO",
  "method": "ωB97M-V/def2-TZVPD",
  "homo_ev": -8.96,
  "total_charge": 0,
  "lumo_ha": 0.0091,
  "elements": ["C", "N", "C", "C", "C", "O", "H", "H", "H", "H", "H", "H", "H"],
  "positions_angstrom": [[-1.59, 0.37, -0.02], [-0.20, -0.01, 0.02], [0.20, -1.39, 0.17], [2.15, 0.83, 0.26], [0.78, 0.90, 0.01], [0.72, 2.15, -0.11], [-2.10, 0.01, 0.88], [-1.65, 1.45, -0.07], [-2.09, -0.06, -0.90], [0.03, -1.95, -0.75], [-0.32, -1.86, 1.00], [1.27, -1.40, 0.41], [2.71, 0.81, -0.69]]
}

=====

<2>
{
  "formula": "C4H7NO",
  "method": "ωB97M-V/def2-TZVPD",
  "homo_ev": [-9.19, -8.74],
  "total_charge": 0,
  "lumo_ha": [0.0038, -0.0464],
  "elements": ["C", "C", "O", "C", "C", "N", "H", "H", "H", "H", "H", "H", "H"],
  "positions_angstrom": [[-1.19, 0.26, -1.68], [-0.61, -0.20, -0.34], [-1.39, -0.56, 0.56], [0.78, -0.06, -0.15], [1.23, 0.10, 1.29], [0.52, -0.95, 1.89], [-1.84, -0.53, -2.08], [-0.42, 0.50, -2.42], [-1.81, 1.15, -1.51], [1.50, -0.01, -0.97], [1.13, 1.12, 1.69], [2.30, -0.18, 1.26], [-0.21, -0.58, 2.50]]
}

=====

Preferred: <1>; penalty for the next structure: 0.222 eV.

=====

<1>
{
  "formula": "C4H7NO",
  "method": "ωB97M-V/def2-TZVPD",
  "homo_ev": -9.71,
  "total_charge": 0,
  "lumo_ha": 0.0372,
  "smiles": "C/C=N/CC=O",
  "elements": ["C", "C", "C", "N", "C", "O", "H", "H", "H", "H", "H", "H", "H"],
  "positions_angstrom": [[-2.16, -0.54, 0.78], [-0.80, -0.54, 0.15], [1.06, 0.40, -0.84], [-0.16, 0.53, -0.06], [2.29, 0.83, -0.08], [3.36, 0.28, -0.19], [-2.18, -1.11, 1.72], [-2.86, -1.01, 0.09], [-2.47, 0.49, 0.97], [-0.42, -1.52, -0.18], [1.23, -0.61, -1.25], [0.96, 1.10, -1.69], [2.16, 1.72, 0.58]]
}

=====

<2>
{
  "formula": "C4H7NO",
  "method": "ωB97M-V/def2-TZVPD",
  "homo_ev": -11.12,
  "total_charge": 0,
  "lumo_ha": 0.0275,
  "smiles": "CC[C@H](O)C#N",
  "elements": ["C", "C", "C", "C", "H", "H", "H", "H", "H", "H", "H", "N", "O"],
  "positions_angstrom": [[-1.66, -0.16, 0.06], [-0.29, -0.61, -0.25], [0.67, 0.25, 0.48], [2.08, -0.05, 0.17], [-1.74, -0.65, 1.07], [-1.48, 1.06, 0.04], [-2.48, -0.47, -0.79], [0.03, -1.59, 0.14], [-0.07, -0.47, -1.28], [0.59, 0.22, 1.55], [0.85, 1.31, -0.96], [3.12, -0.30, -0.16], [0.39, 1.47, -0.08]]
}

=====

<3>
{
  "formula": "C4H7NO",
  "method": "ωB97M-V/def2-TZVPD",
  "homo_ev": -8.09,
  "total_charge": 0,
  "lumo_ha": 0.0205,
  "smiles": "c1cc[nH]c1.O",
  "elements": ["C", "C", "N", "C", "C", "H", "H", "H", "H", "H", "H", "H", "O"],
  "positions_angstrom": [[-1.02, -1.45, -0.43], [-0.20, -0.44, -0.92], [-0.33, 0.69, -0.14], [-1.13, 0.42, 0.92], [-1.53, -0.90, 0.84], [-0.95, -2.45, -0.86], [0.59, -0.40, -1.63], [0.16, 1.51, -0.35], [-1.51, 1.09, 1.81], [-2.02, -1.59, 1.53], [2.79, 0.37, -0.33], [2.74, 1.82, 0.16], [2.41, 1.32, -0.60]]
}

=====

<4>
{
  "formula": "C4H7NO",
  "method": "ωB97M-V/def2-TZVPD",
  "homo_ev": -8.48,
  "total_charge": 0,
  "lumo_ha": 0.0339,
  "smiles": "C=C(C)O.C#N",
  "elements": ["C", "C", "C", "C", "N", "O", "H", "H", "H", "H", "H", "H", "H"],
  "positions_angstrom": [[0.42, -0.62, 1.40], [0.09, 3.12, 0.51], [0.46, -0.17, 0.13], [1.55, -0.47, -0.81], [-0.46, 2.57, 1.36], [-0.60, 0.47, -0.46], [-0.53, -0.70, 1.83], [1.27, -1.13, 1.85], [0.64, 3.57, -0.25], [-1.45, 0.61, -0.05], [2.07, -1.32, -0.35], [1.01, -0.63, -1.73], [2.24, 0.35, -0.88]]
}

=====

Preferred: <1>; penalty for the next structure: 0.101 eV.

=====

<1>
{
  "formula": "C4H7NO",
  "method": "ωB97M-V/def2-TZVPD",
  "homo_ev": -9.84,
  "total_charge": 0,
  "lumo_ha": 0.0405,
  "smiles": "C/N=C/[C@H]1CO1",
  "elements": ["C", "N", "C", "C", "C", "O", "H", "H", "H", "H", "H", "H", "H"],
  "positions_angstrom": [[1.80, 1.28, 0.66], [0.84, 0.22, 0.41], [-0.30, 0.56, -0.02], [-1.38, -0.46, -0.24], [-1.04, -1.81, -0.69], [-1.40, -1.56, 0.65], [1.47, 1.90, 1.50], [1.92, 1.94, -0.21], [2.77, 0.85, 0.91], [-0.57, 1.60, -0.23], [-2.36, -0.05, -0.48], [-1.77, -2.38, -1.27], [0.01, -2.05, -0.86]]
}

=====

<2>
{
  "formula": "C4H7NO",
  "method": "ωB97M-V/def2-TZVPD",
  "homo_ev": [-7.59, -7.59],
  "total_charge": 0,
  "lumo_ha": [0.0242, 0.0242],
  "elements": ["C", "C", "C", "C", "N", "O", "H", "H", "H", "H", "H", "H", "H"],
  "positions_angstrom": [[1.10, 1.35, -0.05], [1.20, -0.31, -0.06], [-0.21, -0.87, 0.05], [-1.24, 0.08, 0.41], [0.01, 1.91, 0.12], [-2.39, 0.20, -0.26], [2.13, 1.64, -0.25], [1.64, -0.62, -0.94], [1.89, -0.38, 0.76], [-0.57, -1.29, -0.92], [-0.09, -1.68, 0.76], [-1.16, 0.41, 1.39], [-2.31, -0.44, -1.02]]
}

=====

<3>
{
  "formula": "C4H7NO",
  "method": "ωB97M-V/def2-TZVPD",
  "homo_ev": -7.11,
  "total_charge": 0,
  "lumo_ha": 0.0306,
  "elements": ["O", "C", "C", "N", "C", "C", "H", "H", "H", "H", "H", "H", "H"],
  "positions_angstrom": [[1.78, 1.47, 1.94], [1.22, 1.20, 0.90], [0.19, 0.09, 0.89], [-0.38, -0.37, -0.40], [0.12, 0.09, -1.54], [-1.36, -1.26, -0.25], [1.42, 1.78, -0.01], [-0.65, 0.42, 1.51], [0.64, -0.79, 1.35], [-0.35, -0.27, -2.45], [0.76, 0.95, -1.54], [-1.83, -1.67, -1.13], [-1.55, -1.64, 0.74]]
}

=====

<4>
{
  "formula": "C4H7NO",
  "method": "ωB97M-V/def2-TZVPD",
  "homo_ev": -9.29,
  "total_charge": 0,
  "lumo_ha": 0.0347,
  "smiles": "CCC=C=NO",
  "elements": ["O", "N", "C", "C", "C", "C", "H", "H", "H", "H", "H", "H", "H"],
  "positions_angstrom": [[-1.68, -1.81, -1.33], [-1.84, -0.47, -0.96], [-1.31, -0.19, 0.13], [1.32, 0.29, -0.42], [0.82, 0.69, 0.96], [-0.63, 0.27, 1.15], [-2.08, -1.81, -2.21], [2.41, 0.39, -0.50], [0.85, 0.90, -1.20], [1.44, 0.20, 1.72], [0.92, 1.77, 1.12], [1.05, -0.74, -0.61], [-1.10, 0.35, 2.12]]
}

=====

Preferred: <1>; penalty for the next structure: 0.835 eV.

=====

<1>
{
  "formula": "C4H7NO",
  "method": "ωB97M-V/def2-TZVPD",
  "homo_ev": [-7.14, -9.01],
  "total_charge": 0,
  "lumo_ha": [-0.0165, 0.0312],
  "elements": ["C", "C", "O", "C", "C", "N", "H", "H", "H", "H", "H", "H", "H"],
  "positions_angstrom": [[-0.62, 1.59, -0.10], [1.56, -1.01, -0.46], [1.04, -0.69, 0.68], [-0.33, -0.85, 0.89], [-0.97, 0.13, -0.33], [-1.44, -0.44, -1.30], [0.22, 1.69, 0.61], [-0.34, 2.04, -1.05], [-1.48, 2.13, 0.30], [2.54, -0.58, -0.63], [1.01, -1.60, -1.17], [-0.53, -0.56, 1.92], [-0.67, -1.86, 0.67]]
}

=====

<2>
{
  "formula": "C4H7NO",
  "method": "ωB97M-V/def2-TZVPD",
  "homo_ev": -7.15,
  "total_charge": 0,
  "lumo_ha": 0.0025,
  "elements": ["O", "C", "C", "N", "C", "C", "H", "H", "H", "H", "H", "H", "H"],
  "positions_angstrom": [[-0.37, 1.10, -1.54], [0.09, 0.26, -0.63], [1.54, 0.03, -0.68], [-0.13, -1.30, 1.25], [-0.80, -0.16, 1.62], [-0.72, -0.60, 0.14], [-1.33, 1.22, -1.41], [1.56, -0.57, -1.60], [2.17, 0.91, -0.81], [1.82, -0.62, 0.16], [-0.30, 0.78, 1.93], [-1.86, -0.16, 1.91], [-1.67, -0.91, -0.32]]
}

=====

Preferred: <2>; penalty for the next structure: 0.335 eV.

=====

<1>
{
  "formula": "C4H7NO",
  "method": "ωB97M-V/def2-TZVPD",
  "homo_ev": -9.40,
  "total_charge": 0,
  "lumo_ha": 0.0406,
  "smiles": "ON=C1CCC1",
  "elements": ["O", "N", "C", "C", "C", "C", "H", "H", "H", "H", "H", "H", "H"],
  "positions_angstrom": [[-1.85, 0.08, -1.87], [-1.76, 0.40, -0.50], [-0.62, 0.08, -0.05], [0.67, -0.37, -0.67], [1.37, -0.15, 0.71], [-0.02, 0.21, 1.33], [-2.74, 0.40, -2.10], [0.74, -1.37, -1.11], [0.78, 0.46, -1.42], [1.85, -1.02, 1.16], [2.08, 0.68, 0.71], [-0.41, -0.57, 1.99], [-0.10, 1.18, 1.82]]
}

=====

<2>
{
  "formula": "C4H7NO",
  "method": "ωB97M-V/def2-TZVPD",
  "homo_ev": -10.82,
  "total_charge": 0,
  "lumo_ha": 0.0327,
  "smiles": "CCOCC#N",
  "elements": ["C", "C", "O", "C", "C", "N", "H", "H", "H", "H", "H", "H", "H"],
  "positions_angstrom": [[-1.81, -0.73, -0.08], [-0.65, 0.12, -0.57], [0.14, 0.48, 0.55], [1.43, 0.89, 0.20], [2.27, -0.29, -0.14], [2.88, -1.24, -0.36], [-2.47, -0.21, 0.62], [-2.39, -1.06, -0.96], [-1.42, -1.62, 0.42], [-0.99, 1.03, -1.10], [-0.07, -0.51, -1.25], [1.85, 1.41, 1.06], [1.44, 1.59, -0.65]]
}

=====

<3>
{
  "formula": "C4H7NO",
  "method": "ωB97M-V/def2-TZVPD",
  "homo_ev": -8.54,
  "total_charge": 0,
  "lumo_ha": 0.0230,
  "elements": ["C", "C", "C", "N", "C", "O", "H", "H", "H", "H", "H", "H", "H"],
  "positions_angstrom": [[1.36, 1.22, -0.14], [0.34, 0.16, -0.48], [0.67, -1.29, -0.39], [-0.47, -0.36, 0.65], [-1.85, -0.55, 0.53], [-2.51, -0.11, -0.37], [0.89, 2.19, 0.05], [2.05, 1.32, -0.98], [1.96, 0.93, 0.74], [-0.38, 0.49, -1.24], [-0.07, -1.82, -1.02], [0.02, -0.73, 1.46], [-2.27, -1.15, 1.36]]
}

=====

<4>
{
  "formula": "C4H7NO",
  "method": "ωB97M-V/def2-TZVPD",
  "homo_ev": -9.29,
  "total_charge": 0,
  "lumo_ha": 0.0378,
  "smiles": "[H]/N=C\\C=C/OC",
  "elements": ["C", "O", "C", "C", "N", "C", "H", "H", "H", "H", "H", "H", "H"],
  "positions_angstrom": [[-0.21, 0.75, 1.08], [-1.21, 0.76, 0.15], [-1.44, -0.52, -0.44], [1.34, -0.36, -0.45], [1.29, 0.44, -1.44], [0.95, 0.11, 0.90], [-0.92, -1.24, 0.20], [-0.47, 1.32, 1.96], [-2.51, -0.72, -0.40], [-1.08, -0.57, -1.47], [1.73, -1.37, -0.64], [0.83, 1.30, -1.10], [1.72, 0.11, 1.66]]
}

=====

Preferred: <2>; penalty for the next structure: 1.110 eV.

=====

<1>
{
  "formula": "C4H7NO",
  "method": "ωB97M-V/def2-TZVPD",
  "homo_ev": -9.94,
  "total_charge": 0,
  "lumo_ha": 0.0395,
  "elements": ["C", "C", "C", "O", "C", "N", "H", "H", "H", "H", "H", "H", "H"],
  "positions_angstrom": [[0.82, -1.01, 1.15], [0.43, 0.09, 0.19], [-0.19, -0.31, -1.08], [-0.78, 0.79, -1.66], [-1.32, 1.63, -0.35], [-0.82, 1.35, 0.75], [0.52, -0.64, 2.12], [1.90, -1.24, 1.20], [0.29, -1.96, 0.95], [1.21, 0.84, 0.00], [-0.83, -1.22, -1.02], [0.81, -0.64, -1.44], [-2.06, 2.31, -0.79]]
}

=====

<2>
{
  "formula": "C4H7NO",
  "method": "ωB97M-V/def2-TZVPD",
  "homo_ev": -9.67,
  "total_charge": 0,
  "lumo_ha": 0.0371,
  "smiles": "CC1=NCCO1",
  "elements": ["C", "C", "N", "C", "C", "O", "H", "H", "H", "H", "H", "H", "H"],
  "positions_angstrom": [[-1.38, -1.29, 0.53], [-0.03, -0.69, 0.51], [0.91, -0.92, -0.32], [1.47, 0.42, -0.60], [0.32, 1.30, -0.11], [-0.10, 0.58, 1.05], [-1.45, -2.28, 0.07], [-1.85, -0.55, -0.14], [-1.88, -1.23, 1.50], [2.43, 0.60, -0.11], [1.61, 0.52, -1.68], [-0.52, 1.20, -0.83], [0.48, 2.34, 0.14]]
}

=====

<3>
{
  "formula": "C4H7NO",
  "method": "ωB97M-V/def2-TZVPD",
  "homo_ev": -9.00,
  "total_charge": 0,
  "lumo_ha": 0.0366,
  "smiles": "O=CCN1CC1",
  "elements": ["O", "C", "C", "N", "C", "C", "H", "H", "H", "H", "H", "H", "H"],
  "positions_angstrom": [[2.29, 1.97, -1.14], [1.23, 1.53, -0.78], [1.02, 0.44, 0.28], [-0.29, -0.06, 0.03], [-0.83, -1.30, -0.38], [-1.39, -0.53, 0.79], [0.26, 1.85, -1.21], [1.07, 0.92, 1.27], [1.84, -0.29, 0.23], [-0.34, -2.25, -0.15], [-1.31, -1.28, -1.36], [-2.29, 0.07, 0.67], [-1.26, -0.95, 1.78]]
}

=====

<4>
{
  "formula": "C4H7NO",
  "method": "ωB97M-V/def2-TZVPD",
  "homo_ev": [-7.50, -7.53],
  "total_charge": 0,
  "lumo_ha": [-0.0419, -0.0410],
  "elements": ["C", "N", "C", "C", "C", "O", "H", "H", "H", "H", "H", "H", "H"],
  "positions_angstrom": [[-1.58, 0.69, -0.08], [-0.39, 0.17, 0.09], [-0.51, -1.26, 0.08], [1.97, 0.17, 0.08], [0.89, 1.00, -0.11], [0.68, 2.12, -0.54], [-1.63, -1.24, 0.05], [-1.92, 1.54, 0.48], [-2.21, 0.28, -0.88], [0.09, -1.79, -0.67], [-0.34, -1.65, 1.08], [1.97, -0.60, 0.84], [2.92, 0.46, -0.37]]
}

=====

Preferred: <2>; penalty for the next structure: 1.046 eV.

=====

<1>
{
  "formula": "C4H7NO",
  "method": "ωB97M-V/def2-TZVPD",
  "homo_ev": -8.92,
  "total_charge": 0,
  "lumo_ha": 0.0304,
  "elements": ["C", "C", "C", "C", "N", "O", "H", "H", "H", "H", "H", "H", "H"],
  "positions_angstrom": [[2.22, -2.02, -0.34], [-1.77, 0.12, -0.39], [0.42, 0.89, 0.27], [-0.54, -0.01, 0.47], [2.61, -1.05, -0.87], [-0.72, -0.59, 1.69], [-1.62, 0.46, -1.35], [-2.22, -0.76, -0.57], [-2.56, 0.83, -0.03], [2.62, -0.31, -1.56], [0.64, 1.46, -0.66], [1.19, 1.17, 0.91], [-0.28, -0.21, 2.43]]
}

=====

<2>
{
  "formula": "C4H7NO",
  "method": "ωB97M-V/def2-TZVPD",
  "homo_ev": -9.25,
  "total_charge": 0,
  "lumo_ha": 0.0008,
  "smiles": "C[C@H]1N[C@H]1C=O",
  "elements": ["C", "C", "N", "C", "C", "O", "H", "H", "H", "H", "H", "H", "H"],
  "positions_angstrom": [[-1.02, -0.29, 1.15], [-0.33, -0.78, -0.09], [-0.59, 0.02, -1.32], [0.91, -0.18, -0.50], [1.36, 1.09, -0.10], [2.03, 2.00, -0.50], [-1.04, 0.80, 1.19], [-0.50, -0.67, 2.04], [-2.05, -0.66, 1.17], [-0.37, -1.86, -0.23], [-0.71, -0.65, -2.09], [1.02, -0.22, -1.70], [1.29, 1.37, 0.98]]
}

=====

Preferred: <1>; penalty for the next structure: 1.328 eV.

=====

<1>
{
  "formula": "C4H7NO",
  "method": "ωB97M-V/def2-TZVPD",
  "homo_ev": -10.81,
  "total_charge": 0,
  "lumo_ha": 0.0325,
  "smiles": "CCOCC#N",
  "elements": ["C", "C", "O", "C", "C", "N", "H", "H", "H", "H", "H", "H", "H"],
  "positions_angstrom": [[-1.82, -0.73, 0.08], [-0.67, 0.11, -0.41], [0.10, 0.52, 0.72], [1.40, 0.90, 0.39], [2.25, -0.28, 0.06], [2.88, -1.21, -0.19], [-2.43, -0.17, 0.80], [-2.45, -1.03, -0.76], [-1.44, -1.63, 0.57], [-1.02, 1.01, -0.95], [-0.05, -0.48, -1.10], [1.83, 1.40, 1.27], [1.43, 1.60, -0.46]]
}

=====

<2>
{
  "formula": "C4H7NO",
  "method": "ωB97M-V/def2-TZVPD",
  "homo_ev": -9.52,
  "total_charge": 0,
  "lumo_ha": 0.0404,
  "smiles": "ON=C1CCC1",
  "elements": ["O", "N", "C", "C", "C", "C", "H", "H", "H", "H", "H", "H", "H"],
  "positions_angstrom": [[-1.72, -0.52, -1.85], [-1.71, -0.70, -0.45], [-0.57, -0.36, -0.03], [0.61, 0.29, -0.71], [1.22, 0.50, 0.70], [0.05, -0.30, 1.34], [-2.64, -0.29, -2.04], [1.16, -0.37, -1.38], [0.33, 1.19, -1.27], [2.21, 0.07, 0.84], [1.25, 1.55, 1.01], [0.35, -1.28, 1.73], [-0.54, 0.21, 2.11]]
}

=====

<3>
{
  "formula": "C4H7NO",
  "method": "ωB97M-V/def2-TZVPD",
  "homo_ev": -9.58,
  "total_charge": 0,
  "lumo_ha": -0.0074,
  "smiles": "CC/N=C\\C=O",
  "elements": ["C", "N", "C", "C", "C", "O", "H", "H", "H", "H", "H", "H", "H"],
  "positions_angstrom": [[-1.81, 0.64, -0.18], [0.24, -0.30, -0.98], [-0.83, -0.51, -0.01], [1.45, -0.12, -0.64], [2.07, -0.18, 0.72], [3.25, 0.07, 0.86], [-2.74, 0.47, 0.37], [-2.05, 0.76, -1.24], [-1.37, 1.58, 0.17], [-0.50, -0.58, 1.04], [-1.32, -1.46, -0.27], [2.17, 0.11, -1.43], [1.45, -0.49, 1.58]]
}

=====

<4>
{
  "formula": "C4H7NO",
  "method": "ωB97M-V/def2-TZVPD",
  "homo_ev": -8.85,
  "total_charge": 0,
  "lumo_ha": 0.0405,
  "smiles": "ON=C1CCC1",
  "elements": ["O", "N", "C", "C", "C", "C", "H", "H", "H", "H", "H", "H", "H"],
  "positions_angstrom": [[2.56, -0.53, -0.46], [1.82, 0.30, 0.38], [0.58, 0.08, 0.26], [-0.45, -0.94, -0.26], [-1.59, 0.07, 0.10], [-0.49, 1.09, 0.37], [3.47, -0.29, -0.24], [-0.44, -1.28, -1.30], [-0.40, -1.78, 0.42], [-2.30, 0.38, -0.67], [-2.16, -0.26, 0.98], [-0.04, 1.26, -0.69], [-0.56, 1.90, 1.11]]
}

=====

Preferred: <1>; penalty for the next structure: 0.331 eV.